Record 1
Here is a molecular structure, C43H35N4O2S6Tc from OMol25. Energies are from wB97M-V/def2-TZVPD.

Results
Spin multiplicity: 4
Strongest force on any atom, Eh/bohr: 0.0236
Orbital gap (alpha / beta), eV: 5.89 / 4.91
Relative energy (zero: lowest compared OMol25 entry of this formula, charge and spin), kcal per mole: 69.2
Highest occupied orbital energy (alpha / beta), eV: -10.04 / -10.04
DFT total energy, hartree: -4498.736524
LUMO level (alpha / beta), eV: -4.16 / -5.13
Charge: +1

Cartesian coordinates (Å):
Tc: 0.5880 -2.7825 -0.8091
C: 1.4944 -6.7009 -2.2917
C: 1.0823 -5.4975 -1.5280
N: 1.6322 -4.3265 -1.6502
N: 2.6940 -4.1866 -2.4890
C: 2.9616 -2.9418 -2.7765
N: 4.0101 -2.6793 -3.5635
S: 2.0211 -1.5653 -2.2306
C: -0.0760 -5.4959 -0.6278
C: -1.1367 -6.4347 -0.7166
C: -2.4113 -5.9624 -0.8577
C: -2.8807 -4.6414 -1.1533
C: -2.2763 -3.5153 -1.6583
N: -0.1392 -4.4350 0.1387
H: 2.5049 -6.5813 -2.6670
H: 0.8188 -6.8309 -3.1414
H: 1.4271 -7.5935 -1.6704
H: 4.5761 -3.4365 -3.9068
H: 4.2302 -1.7347 -3.8232
H: -0.9327 -7.4926 -0.8143
H: -3.1939 -6.7149 -0.8540
H: -3.9577 -4.5371 -1.1108
H: -2.9604 -2.7011 -1.8939
C: -5.5342 1.0542 -3.5570
C: -4.3037 0.6390 -2.8016
C: -3.0332 0.9141 -3.2931
C: -1.8928 0.5475 -2.5912
C: -2.0273 -0.1154 -1.3815
C: -3.2889 -0.4133 -0.8738
C: -4.4129 -0.0301 -1.5810
S: -0.5695 -0.5280 -0.4397
O: -1.0335 -3.2638 -1.9691
C: -0.9585 0.2726 1.1065
C: -1.6667 -0.5904 1.9848
C: -2.3251 -0.1274 3.0765
C: -2.4674 1.2681 3.2362
C: -3.3400 1.8020 4.2172
C: -3.6009 3.1377 4.2647
C: -3.0136 3.9938 3.3087
C: -2.1236 3.5104 2.3964
C: -1.7773 2.1309 2.3564
C: -0.8174 1.6310 1.3834
C: 0.1489 2.6995 0.9372
C: 0.6582 3.4941 2.0394
C: 0.7371 2.9687 3.3580
C: 1.1841 3.7278 4.3987
C: 1.5624 5.0731 4.1968
C: 1.5661 5.5849 2.9346
C: 1.1616 4.7959 1.8280
C: 1.2778 5.2766 0.5045
C: 1.0723 4.4213 -0.5310
C: 0.5718 3.1179 -0.3168
S: 0.8532 2.0840 -1.7857
O: 1.0701 2.9873 -2.9447
C: 2.4931 1.6273 -1.1988
C: 3.5860 2.1479 -1.8639
C: 4.8626 1.8177 -1.4257
C: 5.0564 0.9755 -0.3367
C: 6.4394 0.6090 0.1263
C: 3.9334 0.4625 0.3146
C: 2.6564 0.7838 -0.1090
H: -5.3105 1.2381 -4.6062
H: -5.9503 1.9722 -3.1376
H: -6.3068 0.2881 -3.4976
H: -2.9264 1.4281 -4.2402
H: -0.9153 0.7636 -2.9997
H: -3.3904 -0.9265 0.0731
H: -5.3946 -0.2519 -1.1796
H: -1.6744 -1.6469 1.7544
H: -2.8020 -0.8084 3.7700
H: -3.8214 1.1169 4.9040
H: -4.2800 3.5382 5.0052
H: -3.2759 5.0433 3.2944
H: -1.7005 4.1848 1.6653
H: 0.4762 1.9328 3.5330
H: 1.2569 3.2914 5.3862
H: 1.8724 5.6799 5.0368
H: 1.9053 6.5963 2.7476
H: 1.5994 6.2953 0.3274
H: 1.2866 4.7098 -1.5526
H: 3.4290 2.7992 -2.7142
H: 5.7230 2.2308 -1.9387
H: 7.1766 1.3359 -0.2103
H: 6.7305 -0.3675 -0.2668
H: 6.4848 0.5491 1.2134
H: 4.0613 -0.1883 1.1720
H: 1.8007 0.3935 0.4286
S: 0.2184 -2.9411 3.9152
C: 0.3191 -3.2222 2.3294
S: 1.5499 -2.4896 1.3064
S: -0.9216 -4.2450 1.6083



Record 2
Here is a molecular structure, C43H36GeN5OPdSi from OMol25. Energies are from wB97M-V/def2-TZVPD.

Results
Strongest force on any atom, Eh/bohr: 0.0048
Orbital gap, eV: 6.98
Relative energy (zero: lowest compared OMol25 entry of this formula, charge and spin), kcal per mole: 8.8
Highest occupied orbital energy, eV: -4.96
DFT total energy, hartree: -4503.674025
LUMO level, eV: 2.03
Charge: -1

Cartesian coordinates (Å):
Pd: -1.1497 -0.2031 0.4373
N: 2.0629 -0.9743 0.3233
C: 2.4838 -0.4434 1.5215
C: 3.8197 -0.2067 1.7642
C: 4.2754 0.2304 3.0187
C: 3.4062 0.4232 4.0533
C: 2.0247 0.2039 3.8452
C: 1.0741 0.3813 4.8746
C: -0.2459 0.1624 4.6236
C: -0.6350 -0.2014 3.3217
N: 0.2162 -0.3702 2.3341
C: 1.5460 -0.2044 2.5790
H: 2.6731 -0.8263 -0.4629
H: 1.0806 -0.8947 0.0891
H: 4.5327 -0.3826 0.9670
H: 5.3355 0.4024 3.1580
H: 3.7491 0.7438 5.0289
H: 1.4158 0.6924 5.8549
H: -1.0041 0.2837 5.3846
H: -1.6880 -0.3316 3.0885
Ge: -0.3594 1.9898 0.0934
C: -0.5509 3.0026 -1.5964
C: -1.1371 2.4240 -2.7186
C: -1.2834 3.1316 -3.9052
C: -0.8448 4.4453 -3.9877
C: -0.2574 5.0409 -2.8792
C: -0.1123 4.3234 -1.6986
C: -0.6384 3.2410 1.5998
C: -1.7786 3.1568 2.3980
C: -1.9550 3.9864 3.4986
C: -0.9816 4.9199 3.8267
C: 0.1699 5.0085 3.0552
C: 0.3390 4.1714 1.9591
H: 1.1910 1.7947 0.1930
H: -1.5050 1.4059 -2.6651
H: -1.7531 2.6572 -4.7584
H: -0.9657 5.0042 -4.9078
H: 0.0838 6.0684 -2.9318
H: 0.3358 4.8140 -0.8409
H: -2.5385 2.4199 2.1622
H: -2.8515 3.8982 4.1012
H: -1.1142 5.5684 4.6843
H: 0.9425 5.7234 3.3131
H: 1.2599 4.2328 1.3879
N: 0.4213 -3.5506 1.2735
C: -0.8317 -3.4383 0.7505
O: -1.1236 -2.4418 0.0428
C: -1.7407 -4.5101 1.0120
C: -1.3292 -5.5814 1.8337
N: -0.9474 -6.4130 2.5431
C: -3.0099 -4.5662 0.3934
N: -4.0520 -4.6373 -0.1031
H: 1.0734 -2.8004 1.1219
H: 0.6464 -4.2913 1.9138
C: -5.6664 4.1494 -1.6143
C: -4.4398 4.3349 -0.9974
C: -3.6454 3.2397 -0.6772
C: -4.0460 1.9354 -0.9610
C: -5.2938 1.7744 -1.5788
C: -6.0945 2.8599 -1.9025
Si: -3.1540 0.3265 -0.4785
C: -3.5275 -0.9783 -1.7910
C: -4.7377 -1.6759 -1.8237
C: -4.9747 -2.6691 -2.7634
C: -4.0001 -2.9864 -3.6975
C: -2.7806 -2.3248 -3.6685
C: -2.5463 -1.3433 -2.7162
C: -4.0400 -0.1880 1.1223
C: -3.9770 -1.5278 1.5240
C: -4.4465 -1.9325 2.7667
C: -4.9872 -0.9981 3.6402
C: -5.0850 0.3336 3.2501
C: -4.6223 0.7297 2.0021
H: -6.2856 5.0007 -1.8704
H: -4.0888 5.3329 -0.7628
H: -2.7013 3.4290 -0.1906
H: -5.6484 0.7806 -1.8231
H: -7.0521 2.6980 -2.3830
H: -5.4956 -1.4794 -1.0725
H: -5.9076 -3.2184 -2.7441
H: -4.1778 -3.7713 -4.4225
H: -1.9989 -2.5931 -4.3693
H: -1.5674 -0.8794 -2.6637
H: -3.5672 -2.2623 0.8452
H: -4.3833 -2.9784 3.0430
H: -5.3471 -1.3061 4.6147
H: -5.5296 1.0634 3.9173
H: -4.7235 1.7692 1.7037



Record 3
Here is a molecular structure, C43H36IrNP2S from OMol25. Energies are from wB97M-V/def2-TZVPD.

Results
Strongest force on any atom, Eh/bohr: 0.0115
Orbital gap, eV: 3.50
Relative energy (zero: lowest compared OMol25 entry of this formula, charge and spin), kcal per mole: 1.5
Highest occupied orbital energy, eV: 0.82
DFT total energy, hartree: -2900.158915
LUMO level, eV: 4.33
Charge: -2

Cartesian coordinates (Å):
Ir: -0.1327 0.0670 0.1321
C: 1.9000 1.2960 2.2902
P: 2.0261 0.3341 0.6995
C: 3.0641 1.4571 -0.3302
C: 4.4481 1.3484 -0.4499
C: 5.1666 2.2547 -1.2201
C: 4.5081 3.2844 -1.8780
C: 3.1277 3.3937 -1.7726
C: 2.4093 2.4794 -1.0164
C: 3.2409 -1.0256 1.0105
C: 3.2494 -2.0478 0.0574
C: 4.0791 -3.1476 0.2024
C: 4.8977 -3.2629 1.3222
C: 4.8859 -2.2629 2.2823
C: 4.0709 -1.1467 2.1205
C: 0.6717 0.7911 2.9775
C: 0.3547 0.5065 4.2967
C: -0.9064 -0.1511 4.2715
C: -1.2827 -0.2233 2.9392
C: -2.3675 -0.9550 2.2135
P: -1.5553 -1.6547 0.6849
C: -2.9614 -1.9706 -0.4505
C: -3.0935 -3.1438 -1.1883
C: -4.0915 -3.2749 -2.1465
C: -4.9739 -2.2323 -2.3833
C: -4.8378 -1.0482 -1.6678
C: -3.8335 -0.9158 -0.7229
C: -1.1447 -3.3650 1.2666
C: 0.2054 -3.6657 1.3981
C: 0.6174 -4.8977 1.8933
C: -0.3250 -5.8462 2.2602
C: -1.6805 -5.5561 2.1377
C: -2.0846 -4.3228 1.6494
N: -0.3402 0.3801 2.1735
H: 2.7902 1.2474 2.9191
H: 1.7839 2.3354 1.9630
H: 4.9734 0.5483 0.0577
H: 6.2425 2.1520 -1.3084
H: 5.0671 3.9894 -2.4830
H: 2.5963 4.1766 -2.3003
H: 1.3245 2.5241 -0.9808
H: 2.5756 -1.9677 -0.7922
H: 4.0739 -3.9275 -0.5503
H: 5.5319 -4.1329 1.4483
H: 5.5106 -2.3498 3.1643
H: 4.0754 -0.3752 2.8802
H: 0.9633 0.7200 5.1639
H: -1.4544 -0.5462 5.1149
H: -2.8174 -1.7391 2.8263
H: -3.1576 -0.2803 1.8715
H: -2.4003 -3.9601 -1.0281
H: -4.1668 -4.1920 -2.7196
H: -5.7468 -2.3302 -3.1366
H: -5.4979 -0.2117 -1.8651
H: -3.6897 0.0351 -0.2232
H: 0.9254 -2.9055 1.1086
H: 1.6759 -5.1091 1.9921
H: -0.0093 -6.8094 2.6451
H: -2.4214 -6.2926 2.4285
H: -3.1427 -4.1008 1.5599
S: 0.2359 -0.6129 -2.1742
C: -0.1886 0.7619 -3.2090
C: -1.5246 1.1201 -3.4065
C: -1.8653 2.2061 -4.1959
C: -0.8768 2.9630 -4.8161
C: 0.4537 2.6157 -4.6320
C: 0.7925 1.5271 -3.8367
H: -2.2907 0.5442 -2.9007
H: -2.9086 2.4786 -4.3117
H: -1.1420 3.8234 -5.4200
H: 1.2381 3.2043 -5.0974
H: 1.8322 1.2657 -3.6796
C: -1.0259 1.7148 -0.3267
C: -1.6109 2.8893 -0.0177
C: -3.0392 3.1346 -0.1807
C: -3.5917 4.3637 0.0752
C: -2.8386 5.4711 0.4965
C: -1.4595 5.2574 0.6689
C: -0.8548 4.0489 0.4444
H: -3.6650 2.3296 -0.5503
H: -4.6646 4.4774 -0.0714
H: -3.2963 6.4324 0.6918
H: -0.8354 6.0783 1.0174
H: 0.2083 3.9316 0.6242



Record 4
Here is a molecular structure, C43H37CaN3OP2S2 from OMol25. Energies are from wB97M-V/def2-TZVPD.

Results
Strongest force on any atom, Eh/bohr: 0.0590
Orbital gap, eV: 4.84
Relative energy (zero: lowest compared OMol25 entry of this formula, charge and spin), kcal per mole: 38.2
Highest occupied orbital energy, eV: -0.97
DFT total energy, hartree: -4056.991965
LUMO level, eV: 3.87
Charge: -2

Cartesian coordinates (Å):
Ca: 13.8907 9.4628 19.6723
S: 13.2476 9.9232 22.3047
P: 11.3722 10.4464 21.5742
C: 11.3752 11.2383 19.9953
P: 12.2766 12.6172 19.6146
S: 14.3133 12.3306 19.3673
C: 11.5009 13.4581 18.1465
C: 12.2213 14.3795 17.3857
C: 11.6645 15.0775 16.2619
C: 10.3581 14.8384 15.9341
C: 9.6156 13.8908 16.6383
C: 10.1493 13.2293 17.7761
C: 11.8825 13.7961 20.8929
C: 10.6059 14.3135 21.0209
C: 10.3273 15.3517 21.9136
C: 11.3481 15.9520 22.6847
C: 12.6601 15.4400 22.5472
C: 12.8872 14.3954 21.6615
C: 10.3605 9.0424 21.0711
C: 9.1934 8.6030 21.8473
C: 8.6088 7.3841 21.7363
C: 9.1281 6.3087 20.9295
C: 10.2143 6.5715 20.1917
C: 10.9386 7.8394 20.1373
C: 10.4732 11.4047 22.8673
C: 9.2118 11.8469 22.5464
C: 8.5241 12.5945 23.5090
C: 9.1015 12.9754 24.7180
C: 10.4265 12.5331 24.9582
C: 11.0938 11.7437 24.0584
H: 13.3117 14.4965 17.5629
H: 12.2571 15.7348 15.6901
H: 9.8158 15.1968 15.0777
H: 8.6183 13.6437 16.3174
H: 9.5674 12.5160 18.3677
H: 9.7627 13.9244 20.3961
H: 9.3173 15.6662 22.0768
H: 11.1125 16.7130 23.3814
H: 13.4548 15.9580 23.0708
H: 13.8863 14.0407 21.5177
H: 8.8842 9.1517 22.7304
H: 7.8438 7.1959 22.4948
H: 8.6547 5.3470 20.9668
H: 10.6749 5.8513 19.5658
H: 12.0164 7.5850 20.1293
H: 8.7280 11.6236 21.6103
H: 7.4947 12.7975 23.2732
H: 8.5447 13.5944 25.4014
H: 10.9006 12.7679 25.8714
H: 12.0622 11.3228 24.3209
N: 14.3981 8.3651 15.6438
C: 14.6544 8.2765 16.9200
O: 15.0981 9.1826 17.6328
C: 14.3573 6.9257 17.6274
C: 14.4538 7.1018 19.1373
H: 14.5322 9.2545 15.1383
H: 13.9884 7.6076 15.1107
H: 14.9564 6.2093 17.1270
H: 13.3073 6.6002 17.3898
H: 15.4861 6.9834 19.4719
H: 13.9191 6.3252 19.6790
N: 11.5523 9.9767 19.2653
C: 10.5026 9.1229 19.5288
C: 9.2868 9.2385 18.5933
C: 9.5906 9.5629 17.3195
C: 8.5757 9.8093 16.3833
C: 7.2559 9.7443 16.7569
C: 6.9808 9.3539 18.0768
C: 7.9917 9.1363 19.0114
H: 10.6481 9.7488 17.0582
H: 8.8636 9.9909 15.3663
H: 6.4936 9.9120 16.0269
H: 5.9271 9.3583 18.3931
H: 7.7003 8.7885 19.9514
C: 12.6869 11.0664 14.0997
C: 13.2646 10.6471 12.9533
C: 13.1753 9.2789 12.5086
C: 13.6270 8.9558 11.2439
C: 14.2125 9.8334 10.3295
C: 14.3963 11.1856 10.7677
C: 13.9313 11.6203 12.0022
C: 14.5309 9.2057 9.0921
N: 14.6403 8.5282 8.1454
H: 12.1428 10.3134 14.7361
H: 12.4947 12.0870 14.4140
H: 12.8714 8.5770 13.2650
H: 13.6555 7.9058 11.0221
H: 14.8804 11.9586 10.1658
H: 14.0719 12.6450 12.3176



Record 5
Here is a molecular structure, C43H37CaN3OP2S2 from OMol25. Energies are from wB97M-V/def2-TZVPD.

Results
Strongest force on any atom, Eh/bohr: 0.0696
Orbital gap, eV: 4.75
Relative energy (zero: lowest compared OMol25 entry of this formula, charge and spin), kcal per mole: 67.9
Highest occupied orbital energy, eV: -0.70
DFT total energy, hartree: -4056.944611
LUMO level, eV: 4.05
Charge: -2

Cartesian coordinates (Å):
Ca: 1.8393 1.5501 0.4881
S: 2.1804 -0.5394 2.7449
P: 0.5674 -1.1452 1.7006
C: 0.4603 -0.9416 0.0545
P: 1.6109 -1.2802 -1.1369
S: 3.2066 -0.0996 -1.4566
C: 2.3335 -2.9581 -0.8135
C: 1.8821 -4.0969 -1.5069
C: 2.5139 -5.2600 -1.1720
C: 3.3543 -5.3914 -0.0759
C: 3.6797 -4.3054 0.6953
C: 3.1864 -3.0537 0.2720
C: 0.8063 -1.3001 -2.7802
C: -0.5564 -1.0700 -2.8335
C: -1.1422 -0.9866 -4.0633
C: -0.3235 -0.9823 -5.2313
C: 0.9928 -1.2812 -5.1887
C: 1.5882 -1.4847 -3.8948
C: -0.7253 0.1094 2.4321
C: -0.5806 0.5544 3.8399
C: -1.5591 0.9206 4.6919
C: -2.9289 0.8799 4.2890
C: -3.3030 0.3806 3.0797
C: -1.8680 1.2201 1.2406
C: -0.1782 -2.7035 2.3600
C: -0.5437 -3.7224 1.4951
C: -1.1324 -4.8876 1.9530
C: -1.4179 -5.0142 3.3204
C: -1.1802 -3.9527 4.2008
C: -0.5554 -2.8243 3.6780
H: 1.1432 -3.9237 -2.3292
H: 2.2044 -6.1731 -1.7987
H: 3.7482 -6.3919 0.2097
H: 4.2041 -4.4894 1.5778
H: 3.5389 -2.1180 0.7759
H: -1.2073 -1.0273 -1.9580
H: -2.1905 -0.7170 -4.2300
H: -0.7223 -0.5882 -6.2263
H: 1.6081 -1.2051 -6.0604
H: 2.6408 -1.5711 -3.8697
H: 0.5166 0.5882 4.1483
H: -1.4519 1.1168 5.7678
H: -3.6614 1.0904 5.0420
H: -4.3680 0.2044 2.9640
H: -2.4085 1.9030 0.5739
H: -0.2518 -3.6483 0.4772
H: -1.3238 -5.7162 1.2802
H: -1.8973 -5.9096 3.7278
H: -1.4104 -4.0233 5.2592
H: -0.3112 -1.9802 4.3567
N: 5.2704 4.6087 0.6013
C: 4.1063 3.9364 0.7224
O: 3.8721 2.9755 -0.0407
C: 3.1869 4.5222 1.7454
C: 1.8476 3.8608 1.7978
H: 5.8576 4.0962 -0.0981
H: 5.3645 5.5729 0.8763
H: 3.3094 5.5958 1.6675
H: 3.8283 4.3433 2.5995
H: 1.0670 4.5243 1.5032
H: 1.5658 3.6177 2.8419
N: -0.6164 1.2730 1.5478
C: -2.3154 -0.0039 2.0067
C: -2.9226 -1.1714 1.1541
C: -3.3682 -2.3217 1.8433
C: -4.0903 -3.2887 1.1397
C: -4.4074 -3.1643 -0.2256
C: -3.9695 -1.9669 -0.8656
C: -3.1849 -1.0610 -0.2310
H: -3.1068 -2.5128 2.8914
H: -4.2550 -4.2712 1.6438
H: -4.9746 -3.8420 -0.7826
H: -4.2941 -1.8020 -1.8641
H: -2.8157 -0.1913 -0.7759
C: 1.2042 2.9074 -2.3684
C: 0.3544 3.9600 -2.5938
C: 0.8765 5.2910 -2.9128
C: 0.1081 6.3447 -3.3056
C: -1.2792 6.2891 -3.1479
C: -1.8715 5.0163 -2.8882
C: -1.1046 3.8853 -2.6562
C: -2.1520 7.3705 -3.3837
N: -2.8238 8.3308 -3.5366
H: 2.3260 3.0241 -2.4739
H: 0.7013 1.9556 -2.3959
H: 1.9169 5.4345 -3.0010
H: 0.6024 7.2856 -3.5764
H: -2.9551 4.9967 -2.9160
H: -1.4661 2.8244 -2.6121